1.
Below is 5 unconnected molecules or ions with the total composition C38H77N4O8P3 in a non-equilibrium geometry, with properties calculated with the ωB97M-V functional and the def2-TZVPD basis.

Geometry (Å):
1 C 2.61 -0.61 4.70
2 C 2.38 -1.31 3.74
3 C 2.07 -2.16 2.52
4 C 2.07 -3.60 3.08
5 O 1.04 -3.77 4.05
6 N 1.01 -5.10 4.53
7 O 1.41 -5.13 5.62
8 O 0.81 -1.69 2.06
9 C 0.50 -1.81 0.68
10 C -0.92 -2.51 0.61
11 C -0.98 -3.72 1.60
12 C -2.21 -4.64 1.26
13 C -1.79 -5.73 0.21
14 C -3.43 -3.87 0.71
15 C -4.77 -4.62 1.00
16 C -5.95 -3.62 1.07
17 C -5.99 -2.43 0.39
18 C -6.02 -1.08 1.11
19 C -5.98 -2.43 -1.16
20 P 1.55 -2.94 -0.37
21 O 2.95 -2.52 -0.65
22 C 0.26 -0.33 0.05
23 C -0.47 0.51 1.18
24 C 0.45 1.34 2.09
25 N -0.43 2.03 3.10
26 N -0.72 -0.49 -1.04
27 P -0.15 -0.70 -2.64
28 N -0.11 0.60 -3.55
29 P 1.82 0.54 -0.55
30 C 1.53 2.23 -1.27
31 C 0.11 2.83 -1.15
32 C 3.27 0.43 0.58
33 C 4.06 1.79 0.65
34 H 3.03 0.07 5.41
35 H 2.93 -1.97 1.85
36 H 2.10 -4.39 2.31
37 H 3.03 -3.68 3.63
38 H -1.09 -2.96 -0.38
39 H -1.73 -1.83 0.92
40 H -1.11 -3.38 2.64
41 H -0.09 -4.34 1.46
42 H -2.50 -5.15 2.20
43 H -2.34 -6.66 0.41
44 H -2.02 -5.39 -0.81
45 H -0.71 -5.91 0.27
46 H -3.36 -3.69 -0.38
47 H -3.54 -2.90 1.21
48 H -4.68 -5.03 2.02
49 H -4.93 -5.43 0.26
50 H -6.80 -3.91 1.71
51 H -5.99 -1.29 2.19
52 H -6.88 -0.44 0.85
53 H -5.10 -0.52 0.87
54 H -4.94 -2.59 -1.51
55 H -6.61 -3.26 -1.50
56 H -6.40 -1.48 -1.51
57 H 1.61 -4.23 0.23
58 H 0.90 -3.18 -1.61
59 H -1.17 1.24 0.73
60 H -1.08 -0.13 1.85
61 H 1.17 0.75 2.67
62 H 0.95 2.16 1.56
63 H -1.35 1.59 3.12
64 H -0.03 1.83 4.02
65 H -1.44 0.23 -1.04
66 H 1.14 -1.27 -2.66
67 H -1.05 -1.63 -3.25
68 H -0.76 0.45 -4.32
69 H 2.23 3.01 -0.89
70 H 1.76 2.16 -2.34
71 H 0.09 3.76 -1.74
72 H -0.69 2.21 -1.55
73 H -0.14 3.06 -0.10
74 H 3.03 0.20 1.64
75 H 4.02 -0.32 0.29
76 H 4.45 2.04 -0.35
77 H 4.83 1.79 1.43
78 H 3.33 2.58 0.89
79 C -3.04 7.06 -2.32
80 C -3.74 6.67 -1.03
81 C -3.72 5.15 -1.11
82 O -2.54 4.80 -1.84
83 C -1.99 5.98 -2.45
84 H -2.61 8.07 -2.30
85 H -3.74 7.01 -3.16
86 H -3.15 7.01 -0.17
87 H -4.75 7.08 -0.93
88 H -4.58 4.77 -1.66
89 H -3.69 4.68 -0.13
90 H -1.08 6.24 -1.90
91 H -1.72 5.76 -3.48
92 C 1.91 -8.88 1.78
93 C 3.05 -8.51 0.84
94 C 2.34 -7.58 -0.14
95 O 1.29 -6.93 0.59
96 C 1.12 -7.59 1.85
97 H 2.25 -9.23 2.76
98 H 1.30 -9.67 1.34
99 H 3.82 -7.96 1.39
100 H 3.52 -9.36 0.36
101 H 1.89 -8.15 -0.96
102 H 3.01 -6.83 -0.56
103 H 1.51 -6.93 2.63
104 H 0.06 -7.75 2.04
105 C 7.59 -2.41 -1.62
106 C 6.40 -1.52 -1.95
107 C 6.92 -0.15 -1.59
108 O 8.34 -0.16 -1.81
109 C 8.76 -1.52 -2.03
110 H 7.59 -3.36 -2.14
111 H 7.63 -2.60 -0.55
112 H 6.19 -1.57 -3.02
113 H 5.49 -1.79 -1.41
114 H 6.75 0.07 -0.52
115 H 6.47 0.65 -2.18
116 H 9.00 -1.63 -3.09
117 H 9.66 -1.71 -1.45
118 C -2.64 12.83 -2.50
119 C -3.34 12.44 -1.20
120 C -3.31 10.92 -1.28
121 O -2.13 10.56 -2.01
122 C -1.59 11.74 -2.62
123 H -2.22 13.83 -2.48
124 H -3.35 12.76 -3.33
125 H -2.75 12.78 -0.35
126 H -4.35 12.84 -1.11
127 H -4.18 10.53 -1.83
128 H -3.29 10.45 -0.30
129 H -0.67 12.01 -2.08
130 H -1.33 11.52 -3.66

## Properties
highest occupied orbital energy: -0.2566 Eh
relative energy (zero: lowest compared OMol25 entry of this formula, charge and spin): 0.0 kcal/mol
SMILES: C#C[C@@H](CON=O)O[C@](CC[C@H](C)CCC=C(C)C)([PH2]=O)[C@](CCN)(N[PH2]=N)P(CC)CC.C1CCOC1.C1CCOC1.C1CCOC1.C1CCOC1
calculated total energy: -3338.6366 a.u.
LUMO level: -0.0151 Ha
orbital gap: 0.2415 hartree

=====

2.
Below is 13 unconnected molecules or ions with the total composition C38H78B2F23N6O16 in a non-equilibrium geometry, with properties calculated with the ωB97M-V functional and the def2-TZVPD basis.

Geometry (Å):
1 C -1.63 -4.17 1.62
2 C -2.92 -3.89 2.32
3 O -3.33 -4.49 3.26
4 N -3.70 -2.75 1.76
5 H -4.11 -2.21 2.55
6 H -3.15 -1.94 1.39
7 C -4.82 -3.15 0.87
8 H -1.16 -3.30 1.16
9 H -1.94 -4.80 0.77
10 H -1.01 -4.81 2.23
11 H -4.51 -4.01 0.28
12 H -5.08 -2.29 0.26
13 H -5.67 -3.44 1.48
14 C 1.34 2.03 4.45
15 C 1.41 3.08 5.51
16 O 0.60 3.88 5.78
17 N 2.73 3.10 6.34
18 H 2.70 2.34 7.02
19 H 3.50 2.89 5.71
20 C 2.88 4.42 7.06
21 H 2.22 2.07 3.80
22 H 0.40 2.06 3.90
23 H 1.20 1.10 5.03
24 H 2.81 5.17 6.28
25 H 3.89 4.46 7.46
26 H 2.06 4.54 7.74
27 C 4.74 0.54 -2.48
28 C 5.82 1.53 -2.25
29 O 6.12 2.43 -2.95
30 N 6.57 1.41 -0.94
31 H 6.05 1.96 -0.21
32 H 6.72 0.45 -0.66
33 C 7.98 1.96 -1.05
34 H 3.87 0.93 -1.95
35 H 4.97 -0.47 -2.12
36 H 4.49 0.46 -3.54
37 H 7.86 3.00 -1.33
38 H 8.46 1.39 -1.84
39 H 8.43 1.84 -0.08
40 C -5.47 1.07 -0.08
41 C -5.09 2.23 0.80
42 O -4.30 3.05 0.49
43 N -5.80 2.28 2.15
44 H -6.82 2.31 2.07
45 H -5.78 1.32 2.57
46 C -5.23 3.28 3.08
47 H -4.80 0.21 0.04
48 H -5.36 1.46 -1.09
49 H -6.50 0.73 0.03
50 H -5.40 4.28 2.68
51 H -4.15 3.18 3.11
52 H -5.79 3.30 4.01
53 C 4.50 -3.93 0.59
54 C 5.61 -4.49 1.40
55 O 6.40 -3.87 2.04
56 N 5.79 -5.99 1.35
57 H 6.20 -6.21 2.25
58 H 4.88 -6.47 1.12
59 C 6.77 -6.28 0.27
60 H 3.62 -4.57 0.60
61 H 4.86 -3.80 -0.43
62 H 4.17 -2.96 0.96
63 H 6.35 -6.00 -0.69
64 H 7.06 -7.33 0.23
65 H 7.71 -5.79 0.53
66 C -0.99 -3.73 -2.88
67 C -2.36 -3.46 -2.35
68 O -2.92 -4.19 -1.60
69 N -3.04 -2.28 -2.92
70 H -3.05 -1.46 -2.29
71 H -2.50 -1.95 -3.76
72 C -4.45 -2.52 -3.38
73 H -1.18 -4.37 -3.74
74 H -0.37 -4.14 -2.09
75 H -0.50 -2.82 -3.23
76 H -4.85 -1.62 -3.83
77 H -5.02 -2.89 -2.53
78 H -4.36 -3.32 -4.10
79 C -3.23 7.83 3.30
80 O -2.44 6.61 3.48
81 O -3.41 8.41 4.44
82 C -2.78 8.74 2.12
83 F -2.36 8.02 1.04
84 F -3.82 9.46 1.65
85 F -1.80 9.58 2.48
86 C -2.34 5.62 2.49
87 C -1.61 4.43 3.10
88 H -2.08 4.17 4.05
89 H -1.65 3.61 2.38
90 H -0.56 4.67 3.28
91 H -1.76 6.04 1.68
92 H -3.30 5.19 2.15
93 H -4.24 7.48 2.94
94 C 1.24 4.74 -3.04
95 O 0.77 4.55 -1.68
96 O 1.81 5.89 -3.17
97 C 2.12 3.58 -3.57
98 F 2.44 3.89 -4.83
99 F 3.28 3.41 -2.89
100 F 1.52 2.34 -3.62
101 C -0.28 3.63 -1.49
102 C -1.09 4.24 -0.35
103 H -1.68 5.09 -0.69
104 H -1.77 3.45 0.02
105 H -0.52 4.67 0.47
106 H 0.09 2.62 -1.29
107 H -0.99 3.53 -2.32
108 H 0.32 4.69 -3.67
109 C -1.57 -0.17 0.00
110 O -0.49 -1.07 -0.30
111 O -2.70 -0.84 -0.25
112 C -1.48 0.42 1.41
113 F -2.44 1.33 1.65
114 F -1.64 -0.54 2.34
115 F -0.32 1.06 1.64
116 C 0.81 -0.58 -0.06
117 C 1.82 -1.57 -0.61
118 H 2.86 -1.42 -0.33
119 H 1.52 -2.54 -0.20
120 H 1.67 -1.74 -1.68
121 H 0.95 -0.46 1.01
122 H 1.08 0.41 -0.46
123 H -1.48 0.71 -0.66
124 C 2.52 -7.15 -0.19
125 O 3.08 -6.28 -1.22
126 O 3.42 -7.35 0.74
127 C 1.15 -6.53 0.19
128 F 0.20 -6.80 -0.70
129 F 0.77 -6.98 1.40
130 F 1.24 -5.19 0.35
131 C 3.19 -6.78 -2.52
132 C 4.01 -5.76 -3.29
133 H 5.05 -5.68 -2.96
134 H 4.18 -6.06 -4.33
135 H 3.58 -4.76 -3.30
136 H 2.24 -6.97 -3.03
137 H 3.73 -7.74 -2.55
138 H 2.29 -8.12 -0.69
139 C -1.85 -0.94 -5.90
140 O -2.90 -0.34 -5.08
141 O -2.18 -2.23 -5.83
142 C -1.85 -0.30 -7.29
143 F -3.10 -0.05 -7.74
144 F -1.16 0.86 -7.27
145 F -1.27 -1.06 -8.23
146 C -3.24 1.04 -4.97
147 C -3.90 1.26 -3.59
148 H -4.86 0.73 -3.59
149 H -3.30 0.87 -2.76
150 H -4.08 2.33 -3.49
151 H -3.89 1.35 -5.79
152 H -2.32 1.63 -4.86
153 H -0.89 -0.77 -5.37
154 B 4.51 1.77 1.44
155 F 5.56 0.79 1.53
156 F 4.99 2.81 0.62
157 F 3.41 1.17 0.84
158 F 4.24 2.19 2.75
159 B -5.14 -0.79 3.75
160 F -3.77 -0.50 3.82
161 F -5.32 -2.13 4.04
162 F -5.83 0.10 4.61
163 F -5.59 -0.45 2.44

## Properties
highest occupied orbital energy: -0.1214 Eh
calculated total energy: -5373.9292 a.u.
LUMO level: 0.0022 Ha
orbital gap: 0.1236 hartree
net charge: -1